Entry 1:
This record from OMol25 describes a structure of composition C6H8ClFeO7. The level of theory is ωB97M-V with the def2-TZVPD basis set.

LUMO energy (alpha / beta)   2.1 / 2.0 eV
Net charge   -1
⟨S²⟩   6.007
Relative energy (zero: lowest compared OMol25 entry of this formula, charge and spin)   2.7 kcal per mole
Spin multiplicity   5
E_tot   -2484.17260 hartree
E_HOMO (alpha / beta)   -3.89 / -3.84 eV

Element x y z (Å)
Fe 0.167 -1.226 -1.393
Cl -0.701 -1.735 -3.521
C 0.469 0.978 2.132
C 0.281 0.492 0.880
C -0.751 1.142 -0.051
O -0.794 0.660 -1.230
C -1.496 2.193 0.405
C -1.336 2.729 1.716
C -0.296 2.082 2.646
O -0.136 2.517 3.767
O -1.946 3.699 2.126
O 0.944 -0.487 0.371
H 1.231 0.466 2.710
H -2.202 2.665 -0.265
O -1.440 -2.025 -0.238
H -1.491 -2.515 0.587
H -2.322 -2.028 -0.624
O 1.961 -0.113 -2.211
H 2.581 -0.182 -2.941
H 2.272 0.594 -1.637
O 1.454 -2.985 -1.047
H 1.489 -3.715 -0.424
H 2.062 -3.206 -1.759

***

Entry 2:
This record from OMol25 describes the molecule C6H8ClN. The level of theory is ωB97M-V with the def2-TZVPD basis set.

LUMO energy   0.2 eV
Relative energy (zero: lowest compared OMol25 entry of this formula, charge and spin)   15.8 kcal per mole
E_tot   -748.32286 hartree
E_HOMO   -10.11 eV

Element x y z (Å)
C 2.205 2.509 -0.564
C 1.281 1.447 -1.110
C 1.367 0.175 -0.278
C 0.340 -0.359 0.363
C 0.442 -1.727 0.769
N 0.457 -2.852 1.047
C -0.973 0.255 0.693
Cl -2.390 -0.372 -0.245
H 1.816 2.944 0.522
H 2.425 3.383 -1.258
H 3.192 2.128 -0.401
H 1.635 1.110 -2.074
H 0.260 1.808 -1.264
H 2.323 -0.254 -0.128
H -1.325 0.032 1.702
H -0.863 1.336 0.515

***

Entry 3:
This record from OMol25 describes the molecule C6H8ClN. The level of theory is ωB97M-V with the def2-TZVPD basis set.

LUMO energy (alpha / beta)   0.7 / -2.4 eV
⟨S²⟩   2.008
Relative energy (zero: lowest compared OMol25 entry of this formula, charge and spin)   49.0 kcal per mole
Spin multiplicity   3
E_tot   -748.13401 hartree
E_HOMO (alpha / beta)   -5.66 / -10.63 eV

Element x y z (Å)
C 1.100 -0.429 2.080
C -0.142 1.097 -0.950
C 0.412 0.043 -0.312
C 0.200 1.494 -2.346
C -1.009 -1.514 1.276
C -0.093 -0.314 1.380
N 2.049 -0.701 2.698
Cl 1.709 -0.870 -0.810
H -1.050 1.528 -0.597
H 0.588 2.656 -2.482
H 0.992 0.886 -2.685
H -0.605 1.366 -3.059
H -1.153 -1.827 2.252
H -0.413 -2.446 0.862
H -1.876 -1.341 0.727
H -0.710 0.372 1.965

***

Entry 4:
This record from OMol25 describes a structure of composition C6H8CsLiO6. The level of theory is ωB97M-V with the def2-TZVPD basis set.

LUMO energy (alpha / beta)   -0.2 / -0.2 eV
Net charge   -1
⟨S²⟩   0.754
Spin multiplicity   2
E_tot   -712.45841 hartree
E_HOMO (alpha / beta)   -2.18 / -2.21 eV

Element x y z (Å)
O 0.867 -3.739 -2.330
C -1.109 -1.584 -0.250
C 0.996 -4.181 -1.037
O -1.571 -1.887 -1.379
O -0.277 -2.526 0.325
C -0.202 -3.886 -0.128
H 1.893 -3.754 -0.526
H 1.135 -5.288 -0.982
H -0.125 -4.492 0.788
H -1.134 -4.162 -0.649
Li -0.551 -2.735 -2.678
O 2.364 4.153 0.847
C 1.127 4.106 0.621
O 0.518 5.000 -0.019
O 0.473 3.043 1.103
C -0.901 2.875 0.740
C -1.442 1.668 1.409
H -0.976 2.795 -0.361
H -1.463 3.780 1.038
H -2.522 1.521 1.367
H -0.937 1.259 2.285
Cs 3.837 8.033 -0.185

***

Entry 5:
This record from OMol25 describes the molecule C6H8F2. The level of theory is ωB97M-V with the def2-TZVPD basis set.

LUMO energy   0.4 eV
Relative energy (zero: lowest compared OMol25 entry of this formula, charge and spin)   48.0 kcal per mole
E_tot   -433.04654 hartree
E_HOMO   -9.01 eV

Element x y z (Å)
C -0.749 2.191 -1.296
C -0.191 0.822 -1.579
C -0.520 -0.109 -0.461
C 0.425 -0.801 0.235
C 0.226 -1.640 1.431
F -1.085 -1.913 1.541
C 1.100 -1.959 2.374
F 1.140 -2.975 3.285
H -1.801 1.909 -0.916
H -0.427 2.766 -0.372
H -0.647 2.857 -2.156
H 0.954 0.925 -1.801
H -0.547 0.477 -2.597
H -1.581 -0.052 0.100
H 1.485 -0.853 0.039
H 2.217 -1.645 2.173

***

Entry 6:
This record from OMol25 describes the molecule C6H8F3NO. The level of theory is ωB97M-V with the def2-TZVPD basis set.

LUMO energy (alpha / beta)   -0.3 / -0.3 eV
Relative energy (zero: lowest compared OMol25 entry of this formula, charge and spin)   24.2 kcal per mole
E_tot   -662.92404 hartree
E_HOMO (alpha / beta)   -7.44 / -7.44 eV

Element x y z (Å)
C -1.412 1.362 -0.619
C -0.458 1.892 0.221
C -1.787 -0.090 -0.647
C -0.533 -1.094 -0.548
C 0.589 -0.707 0.383
C 1.797 -0.020 -0.199
N 0.882 -1.446 1.473
O -0.025 1.214 1.220
F 1.618 1.025 -0.994
F 2.620 0.435 0.748
F 2.541 -0.843 -0.994
H -1.859 1.912 -1.356
H -0.114 2.974 -0.015
H -2.301 -0.211 0.312
H -2.381 -0.281 -1.506
H -0.998 -2.119 -0.205
H -0.069 -1.209 -1.489
H 1.686 -1.114 2.125
H 0.203 -1.681 2.091

***

Entry 7:
This record from OMol25 describes a structure of composition C6H8F3NTa. The level of theory is ωB97M-V with the def2-TZVPD basis set.

LUMO energy   2.0 eV
Net charge   -1
E_tot   -644.52930 hartree
E_HOMO   -5.68 eV

Element x y z (Å)
F -1.507 3.168 1.783
C -0.941 2.422 0.704
F 0.488 2.263 0.870
F -1.235 3.168 -0.490
Ta -1.914 0.304 0.691
C 0.075 -0.520 -0.143
C 0.841 0.063 -1.392
C 2.154 -0.632 -1.759
N 2.803 -1.749 -1.193
C 2.163 -2.316 -0.065
C 0.859 -1.725 0.470
H -1.338 -0.101 2.400
H -3.434 1.042 1.437
H -2.512 0.631 -1.059
H -2.691 -1.383 0.514
H 0.413 0.962 -1.954
H 2.706 -0.161 -2.652
H 2.656 -3.222 0.430
H 0.414 -2.212 1.409

***

Entry 8:
This record from OMol25 describes the molecule C6H8F4O3S. The level of theory is ωB97M-V with the def2-TZVPD basis set.

LUMO energy   0.4 eV
Relative energy (zero: lowest compared OMol25 entry of this formula, charge and spin)   0.0 kcal per mole
E_tot   -1256.79364 hartree
E_HOMO   -11.15 eV

Element x y z (Å)
O 1.466 -1.694 2.552
S 0.797 -1.891 1.305
O 0.877 -3.141 0.615
C -0.914 -1.457 1.504
C -1.616 -1.166 0.169
C -0.792 -0.245 -0.758
C 0.434 0.303 -0.040
C 1.245 1.274 -0.901
F 2.435 1.515 -0.328
F 1.480 0.743 -2.131
C 0.524 2.613 -1.147
F 1.402 3.506 -1.624
F 0.021 3.093 0.018
O 1.318 -0.778 0.279
H -0.977 -0.622 2.203
H -1.322 -2.354 1.981
H -1.822 -2.114 -0.334
H -2.582 -0.709 0.403
H -0.439 -0.798 -1.633
H -1.408 0.580 -1.132
H 0.157 0.844 0.871
H -0.285 2.496 -1.874

***

Entry 9:
This record from OMol25 describes the molecule C6H8FN. The level of theory is ωB97M-V with the def2-TZVPD basis set.

LUMO energy   0.5 eV
Relative energy (zero: lowest compared OMol25 entry of this formula, charge and spin)   20.7 kcal per mole
E_tot   -388.00520 hartree
E_HOMO   -9.95 eV

Element x y z (Å)
C 0.348 -0.309 -2.031
C 0.829 -0.631 -0.703
C 2.199 -1.103 -0.641
N 3.322 -1.431 -0.649
C 0.115 -0.434 0.439
C -1.310 0.065 0.491
C -1.348 1.311 1.298
F -2.687 1.700 1.534
H 0.381 -1.225 -2.719
H -0.707 0.048 -2.149
H 1.051 0.405 -2.510
H 0.553 -0.742 1.380
H -1.841 -0.709 1.081
H -1.764 0.204 -0.516
H -0.842 1.199 2.272
H -0.894 2.140 0.779

***

Entry 10:
This record from OMol25 describes the molecule C6H8FN. The level of theory is ωB97M-V with the def2-TZVPD basis set.

LUMO energy   0.9 eV
Relative energy (zero: lowest compared OMol25 entry of this formula, charge and spin)   78.7 kcal per mole
E_tot   -387.91280 hartree
E_HOMO   -8.82 eV

Element x y z (Å)
C -0.187 1.745 -0.244
C 1.221 1.388 -0.265
C -1.128 0.984 0.312
C 1.635 0.181 0.045
C -0.825 -0.288 1.064
C -0.129 -1.780 -0.713
N 0.204 -1.144 0.531
F 2.813 -0.383 0.097
H -0.450 2.683 -0.710
H 1.932 2.148 -0.561
H -2.164 1.291 0.288
H -0.504 -0.008 2.078
H -1.737 -0.893 1.159
H 0.704 -2.408 -1.026
H -0.994 -2.425 -0.530
H -0.390 -1.090 -1.526

***

Entry 11:
This record from OMol25 describes the molecule C6H8FN3O3. The level of theory is ωB97M-V with the def2-TZVPD basis set.

LUMO energy   -0.5 eV
Relative energy (zero: lowest compared OMol25 entry of this formula, charge and spin)   40.8 kcal per mole
E_tot   -723.09860 hartree
E_HOMO   -9.44 eV

Element x y z (Å)
O -1.702 3.041 -0.292
N -1.167 2.040 0.120
O -0.085 2.086 0.700
C -1.884 0.821 -0.026
N -2.984 0.653 -0.856
C -3.193 -0.705 -0.843
C -2.152 -1.282 -0.035
N -1.328 -0.383 0.283
C 0.077 -0.518 0.772
O 0.825 -0.747 -0.417
C 2.275 -0.853 -0.257
C 2.884 0.567 -0.011
F 2.936 1.397 -1.150
H -4.108 -1.284 -1.161
H -2.038 -2.390 0.194
H 0.202 0.409 1.369
H 0.225 -1.459 1.424
H 2.621 -1.204 -1.293
H 2.423 -1.715 0.449
H 3.870 0.368 0.325
H 2.303 1.158 0.706

***

Entry 12:
This record from OMol25 describes the molecule C6H8FNO. The level of theory is ωB97M-V with the def2-TZVPD basis set.

LUMO energy   0.8 eV
Relative energy (zero: lowest compared OMol25 entry of this formula, charge and spin)   85.0 kcal per mole
E_tot   -463.11429 hartree
E_HOMO   -6.96 eV

Element x y z (Å)
C 0.229 1.041 -2.181
O 1.122 1.250 -1.162
C 0.974 0.398 -0.106
N 1.821 -0.532 0.302
C 1.289 -1.401 1.213
C -0.077 -1.223 1.394
F -0.781 -2.011 2.205
C -0.597 -0.163 0.774
C -1.872 0.613 0.767
H 0.299 -0.013 -2.576
H 0.182 1.852 -3.001
H -0.744 1.067 -1.562
H 2.795 -0.821 0.033
H 1.675 -2.266 1.701
H -1.630 1.591 1.315
H -2.213 0.773 -0.320
H -2.472 -0.154 1.203